(1)
Below is C29H46F6N6O6PS6Si2Zr as an isolated structure, with properties calculated with ωB97M-V with the def2-TZVPD basis set.

XYZ file:
```
103
Properties=species:S:1:pos:R:3
Zr -0.70039 -0.23963 1.19666
F -1.72087 -3.86489 4.00733
C -2.87912 -3.22970 3.88567
F -3.44452 -3.51903 2.72773
F -3.69820 -3.64165 4.86092
S -2.60238 -1.40750 4.09513
O -1.47922 -1.04062 3.24439
O -2.43002 -1.24570 5.49751
N -3.94112 -0.78942 3.53071
S -3.75961 0.17930 2.30426
O -3.04429 -0.44824 1.18391
O -3.36182 1.50728 2.63730
C -5.51785 0.30497 1.74847
F -6.22497 0.95802 2.66649
F -6.06492 -0.88816 1.55084
F -5.56321 0.99291 0.60925
C -3.42800 3.62593 0.05416
Si -2.16064 2.39987 -0.63759
C -3.14917 1.05328 -1.47465
C -1.22142 3.24035 -2.04792
N -1.07460 1.77832 0.60268
C -0.42752 2.73386 1.40083
C -0.48374 4.11538 1.19765
C 0.22768 5.00568 1.98829
C 1.03124 4.52077 3.00506
C 1.11196 3.15423 3.22027
C 0.38889 2.24047 2.44733
N 0.44337 0.85328 2.59081
Si 1.31471 0.15598 3.97510
C 1.13928 -1.70838 4.19167
C 3.16536 0.52074 3.89795
C 0.60471 0.87487 5.56727
H -4.38233 3.46332 -0.45262
H -3.14584 4.66668 -0.11038
H -3.58464 3.49205 1.12366
H -3.78231 1.55412 -2.21327
H -3.78258 0.45056 -0.83568
H -2.47092 0.38568 -1.99134
H -1.94661 3.67703 -2.74037
H -0.63735 2.50260 -2.60185
H -0.55444 4.03631 -1.71959
H -1.08828 4.51985 0.40187
H 0.15129 6.06928 1.80128
H 1.60099 5.19688 3.63042
H 1.75503 2.79654 4.00693
H 0.73313 -2.26841 3.35399
H 0.51513 -1.91667 5.06393
H 2.13691 -2.11267 4.38509
H 3.58524 0.10020 2.98325
H 3.64257 0.02074 4.74481
H 3.42803 1.57536 3.94330
H -0.45363 0.62133 5.65329
H 0.70112 1.95180 5.68393
H 1.11831 0.39258 6.40481
O 2.84026 -6.59830 1.08070
C 2.25684 -5.54433 1.04013
S 0.50113 -5.38146 0.90947
C 0.43796 -3.62527 0.85477
C 1.61265 -2.97606 0.93873
S 1.80910 -1.24171 1.01003
S 3.05764 -3.96565 1.09587
S -1.13669 -2.89281 0.73126
O -0.38906 -0.40516 -1.05290
P 0.56470 -0.34537 -2.21428
N -0.36339 -0.06896 -3.57579
C 0.35154 0.33545 -4.79371
C -0.59209 -0.03448 -5.93587
C -1.29517 -1.27583 -5.39434
C -1.53946 -0.87992 -3.94322
N 1.40348 -1.72519 -2.55424
C 2.79797 -2.07456 -2.24561
C 2.94341 -3.46046 -2.85474
C 1.59692 -4.10570 -2.54820
C 0.59594 -2.96029 -2.70823
N 1.64882 0.87849 -2.12039
C 2.80727 1.07440 -2.98564
C 3.95871 1.21924 -2.00223
C 3.33206 2.03454 -0.86658
C 1.81912 1.75908 -0.95232
H 1.29413 -0.21997 -4.89538
H 0.58473 1.40199 -4.76964
H -0.05547 -0.20540 -6.86892
H -1.31590 0.76577 -6.10294
H -0.63226 -2.14112 -5.46589
H -2.22162 -1.51441 -5.91632
H -1.68318 -1.71366 -3.25677
H -2.44063 -0.26318 -3.89743
H 2.97477 -2.09565 -1.17341
H 3.49289 -1.36307 -2.69278
H 3.78682 -4.00201 -2.42774
H 3.09280 -3.38109 -3.93576
H 1.57874 -4.47431 -1.52392
H 1.36232 -4.94050 -3.20817
H -0.18642 -3.00330 -1.94199
H 0.13058 -2.97962 -3.69683
H 2.67849 2.00710 -3.55218
H 2.91462 0.26579 -3.70758
H 4.83018 1.70060 -2.44690
H 4.25709 0.23574 -1.63312
H 3.52330 3.09994 -0.99984
H 3.72461 1.74700 0.10737
H 1.25605 2.68086 -1.09339
H 1.44519 1.28505 -0.05413
```

## Properties
Multiplicity: 1
E_HOMO (eV): -4.31
Charge: -1
Calculated total energy (Eh): -5868.83845
ΔE to the lowest compared entry with this formula, charge and spin (kJ/mol): 0.0
Orbital gap (eV): 6.497

Löwdin population analysis, charges in e, atoms 1 to 99: 1.485, 0.147, -0.686, 0.122, 0.133, 0.627, -0.477, -0.235, -0.267, 0.624, -0.442, -0.240, -0.672, 0.151, 0.155, 0.141, -0.167, 0.437, -0.165, -0.161, -0.217, -0.328, -0.073, -0.117, -0.117, -0.067, -0.312, -0.264, 0.409, -0.187, -0.177, -0.158, 0.024, 0.023, 0.022, 0.045, 0.006, -0.016, 0.032, 0.004, 0.019, 0.059, 0.090, 0.091, 0.060, -0.015, 0.031, 0.039, 0.001, 0.027, 0.013, 0.020, 0.017, 0.033, -0.085, -1.035, 0.949, -1.152, -1.127, 0.582, 0.946, 0.543, -0.455, 0.587, -0.175, -0.209, -0.168, -0.172, -0.202, -0.153, -0.202, -0.158, -0.150, -0.171, -0.158, -0.217, -0.164, -0.136, -0.174, 0.101, 0.109, 0.107, 0.112, 0.099, 0.110, 0.111, 0.102, 0.044, 0.088, 0.111, 0.110, 0.065, 0.113, 0.077, 0.091, 0.122, 0.091, 0.109, 0.098


(2)
Below is C4H9NO2 in the gas phase, with properties calculated with ωB97M-V with the def2-TZVPD basis set.

XYZ file:
```
16
Properties=species:S:1:pos:R:3
C -2.05989 -0.74466 -0.30507
C -0.60505 -0.35530 -0.51595
O -0.67438 0.83221 -1.27084
C 0.15451 -0.24147 0.81437
N 1.59889 -0.03633 0.67061
C 2.13664 1.08423 0.14501
O 1.50205 2.08503 -0.15769
H -2.20277 -1.74599 0.11530
H -2.55105 -0.68312 -1.27951
H -2.54081 -0.00032 0.33976
H -0.07037 -1.13322 -1.09126
H 0.09801 1.37862 -1.06977
H -0.26524 0.53909 1.46006
H 0.02532 -1.19864 1.32639
H 2.22058 -0.82038 0.80269
H 3.22832 1.02481 -0.00862
```

## Properties
Multiplicity: 1
E_HOMO (eV): -9.86
SMILES string: C[C@@H](O)CNC=O
Charge: 0
Calculated total energy (Eh): -363.05559
ΔE to the lowest compared entry with this formula, charge and spin (kJ/mol): 78.6
Orbital gap (eV): 10.530

Löwdin charges, unit e, in atom order: -0.055, -0.450, -0.037, -0.132, 0.036, -0.336, 0.009, 0.079, 0.083, 0.087, 0.141, 0.042, 0.137, 0.126, 0.133, 0.136


Among the records above, which one has the lowest E_HOMO?
C4H9NO2


charge of number 2 (C4H9NO2)?
0


Look up the multiplicity of the first one.
1